(1)
The molecule CH3PS4. Source: OMol25; level of theory: ωB97M-V with the def2-TZVPD basis set.

Atoms and positions in Å:
P 0.38375 -0.31267 -0.02054
S -0.38659 0.72808 1.67699
H -2.00255 -0.79257 -0.21484
H 3.28839 -0.84853 -1.26759
S -2.25154 1.18575 1.08832
C -2.25169 0.26672 -0.32017
S 2.32875 0.36267 0.36314
H -2.76100 0.60169 -1.26174
S 3.65248 -1.19116 -0.04356

Force components x, y, z for each atom (eV/Å):
P -0.483 0.017 0.289
S 1.263 -0.488 0.487
H -0.211 0.318 -0.190
H 0.717 -0.693 -0.905
S -0.505 0.370 -0.651
C -0.320 -0.351 -1.315
S -0.098 0.918 0.973
H 0.352 -0.301 1.316
S -0.715 0.210 -0.005

For the electronic energy, the calculation gives -1973.9241 a.u. The frontier orbital gap (alpha / beta) is 6.7 / 6.9 eV. As for the LUMO energy (alpha / beta): -1.249 / -0.884 eV. For the energy relative to the best compared isomer or geometry (same formula, charge and spin), the calculation gives 62.3 kcal per mole.


(2)
A 2-piece molecular cluster, CH3PSi overall. Source: OMol25; level of theory: ωB97M-V with the def2-TZVPD basis set.

Atoms and positions in Å:
H -1.18045 0.06727 -1.76880
C 0.90958 -0.75303 0.15252
Si -0.21462 0.50030 -0.53023
H 0.85736 -1.78344 0.53339
H -2.35974 1.41250 1.67734
P 1.98788 0.55640 -0.06422

Force components x, y, z for each atom (eV/Å):
H 1.205 0.407 0.954
C -0.289 0.317 0.028
Si -0.851 -0.268 -0.331
H 0.582 0.604 -0.177
H 0.279 -0.101 -0.285
P -0.925 -0.959 -0.189

For the electronic energy, the calculation gives -670.5189 a.u. The frontier orbital gap (alpha / beta) is 7.9 / 7.0 eV. As for the LUMO energy (alpha / beta): -1.034 / -0.590 eV. For the energy relative to the best compared isomer or geometry (same formula, charge and spin), the calculation gives 90.3 kcal per mole.